Record 1
Below is a 2-piece molecular cluster, C11H15N overall at a distorted geometry, with properties calculated with the ωB97M-V functional and the def2-TZVPD basis.

Its energy is -13137.946 eV. For the orbital gap, the calculation gives 8.555 eV. Its SMILES is Cc1c[nH]c2ccccc12.CC. For the HOMO energy, the calculation gives -7.68 eV. For the energy above the lowest of the compared OMol25 structures with the same formula, charge and spin, the calculation gives 2.845 eV.

```
! RIJCOSX wB97M-V def2-TZVPD def2/J DEFGRID3
* xyz 0 1
C 0.624 2.011 -2.219
C 1.135 0.991 -1.114
C 2.049 -0.040 -1.083
N 2.067 -0.565 0.190
C 1.240 0.219 1.066
C 0.588 -0.299 2.176
C -0.176 0.752 2.858
C -0.598 1.911 2.149
C -0.138 2.096 0.829
C 0.748 1.243 0.211
H 0.654 1.773 -3.260
H 0.978 2.991 -1.894
H -0.399 2.138 -1.764
H 2.484 -0.497 -1.972
H 2.582 -1.462 0.650
H 0.783 -1.263 2.522
H -0.809 0.414 3.647
H -1.334 2.572 2.674
H -0.513 2.793 0.035
C -2.160 -1.932 -0.902
C -0.907 -2.575 -0.478
H -3.097 -2.082 -0.222
H -1.946 -0.830 -0.930
H -2.545 -2.243 -1.897
H -0.732 -2.872 0.540
H -0.540 -3.390 -1.104
H -0.038 -1.857 -0.706
*
```

What are the Mulliken partial charges on each atom? They are as follows, in elementary charge units:
1 C -1.32
2 C 0.61
3 C -0.94
4 N -0.10
5 C -0.11
6 C -0.58
7 C -0.82
8 C -0.44
9 C -0.36
10 C 0.96
11 H 0.38
12 H 0.35
13 H 0.27
14 H 0.38
15 H 0.32
16 H 0.49
17 H 0.36
18 H 0.34
19 H 0.18
20 C -0.78
21 C -0.40
22 H 0.25
23 H 0.17
24 H 0.28
25 H 0.26
26 H 0.38
27 H -0.12

Record 2
Below is a 7-piece molecular cluster, C8H31BF4N2O6 overall at a distorted geometry, with properties calculated with the ωB97M-V functional and the def2-TZVPD basis.

Its energy is -35612.043 eV. For the orbital gap, the calculation gives 8.723 eV. For the HOMO energy, the calculation gives -9.64 eV. For the energy above the lowest of the compared OMol25 structures with the same formula, charge and spin, the calculation gives 1.994 eV.

```
! RIJCOSX wB97M-V def2-TZVPD def2/J DEFGRID3
* xyz 0 1
O -1.794 0.826 0.815
H -0.839 0.781 0.900
H -1.964 1.225 -0.041
H -2.145 -0.064 0.893
B -1.068 1.737 5.357
F -0.369 2.963 5.408
F -1.150 1.293 6.637
F -2.280 2.101 4.794
F -0.430 0.911 4.465
C 3.508 -1.652 -0.843
C 3.403 -0.653 0.354
C 4.727 -0.016 0.719
O 4.585 0.986 1.655
C 5.793 1.645 1.838
N 2.354 0.299 0.025
H 2.616 -2.278 -0.883
H 4.328 -2.350 -0.675
H 3.536 -1.305 -1.875
H 3.105 -1.242 1.221
H 5.047 0.454 -0.211
H 5.438 -0.787 1.015
H 6.271 2.106 0.974
H 6.571 1.061 2.331
H 5.613 2.446 2.555
H 2.864 1.082 0.408
H 2.298 0.568 -0.947
C -4.715 -2.451 -1.591
C -3.439 -3.119 -1.257
C -2.366 -2.780 -2.335
O -2.747 -3.300 -3.622
C -1.787 -3.386 -4.609
N -3.009 -2.765 0.132
H -4.680 -1.368 -1.472
H -5.533 -2.920 -1.044
H -4.921 -2.720 -2.626
H -3.535 -4.202 -1.342
H -1.459 -3.302 -2.034
H -2.166 -1.708 -2.314
H -0.797 -3.785 -4.392
H -1.577 -2.380 -4.972
H -2.129 -3.919 -5.496
H -2.556 -3.598 0.478
H -3.774 -2.926 0.771
O -2.251 2.748 -1.933
H -2.191 3.673 -1.696
H -1.915 2.706 -2.828
O -1.685 5.761 -0.208
H -1.949 6.541 0.280
H -1.146 5.264 0.408
O 0.611 3.691 2.008
H 1.001 4.551 1.852
H 0.697 3.556 2.952
*
```

What are the Mulliken partial charges on each atom? They are as follows, in elementary charge units:
1 O -0.30
2 H 0.42
3 H 0.40
4 H 0.38
5 B 0.60
6 F -0.44
7 F -0.35
8 F -0.41
9 F -0.38
10 C -1.49
11 C 0.47
12 C -0.92
13 O -0.25
14 C -0.84
15 N -0.51
16 H 0.37
17 H 0.36
18 H 0.40
19 H 0.21
20 H 0.36
21 H 0.43
22 H 0.34
23 H 0.33
24 H 0.27
25 H 0.24
26 H 0.28
27 C -1.30
28 C 0.31
29 C -0.62
30 O -0.30
31 C -0.78
32 N -0.59
33 H 0.27
34 H 0.38
35 H 0.38
36 H 0.28
37 H 0.33
38 H 0.28
39 H 0.30
40 H 0.31
41 H 0.27
42 H 0.25
43 H 0.26
44 O -0.63
45 H 0.33
46 H 0.31
47 O -0.64
48 H 0.31
49 H 0.33
50 O -0.61
51 H 0.29
52 H 0.33

Record 3
Below is a 6-piece molecular cluster, H12O6 overall, with properties calculated with the ωB97M-V functional and the def2-TZVPD basis.

Its energy is -12479.702 eV. For the orbital gap, the calculation gives 10.724 eV. Its SMILES is O.O.O.O.O.O. For the HOMO energy, the calculation gives -10.56 eV. For the energy above the lowest of the compared OMol25 structures with the same formula, charge and spin, the calculation gives 1.411 eV.

```
! RIJCOSX wB97M-V def2-TZVPD def2/J DEFGRID3
* xyz 0 1
O -21.545 9.602 24.076
H -22.121 9.425 24.836
H -20.723 9.147 24.287
O -23.572 10.091 27.149
H -23.647 10.220 28.101
H -23.658 10.973 26.770
O -25.290 10.212 21.867
H -24.576 10.105 22.499
H -25.082 11.033 21.409
O -24.493 14.439 24.437
H -24.204 13.864 25.156
H -24.963 15.154 24.881
O -23.757 11.466 24.145
H -22.999 11.033 23.723
H -23.635 12.406 23.961
O -26.439 10.814 25.018
H -25.544 11.173 24.909
H -27.021 11.490 24.658
*
```

What are the Mulliken partial charges on each atom? They are as follows, in elementary charge units:
1 O -0.67
2 H 0.34
3 H 0.29
4 O -0.59
5 H 0.30
6 H 0.30
7 O -0.61
8 H 0.32
9 H 0.31
10 O -0.64
11 H 0.28
12 H 0.31
13 O -0.58
14 H 0.32
15 H 0.32
16 O -0.60
17 H 0.31
18 H 0.30

Record 4
Below is the molecule C3H5ClN2S at a distorted geometry, with properties calculated with the ωB97M-V functional and the def2-TZVPD basis.

Its energy is -29528.004 eV. For the orbital gap, the calculation gives 9.316 eV. Its SMILES is NN1C[C@@H](Cl)C1=S. For the HOMO energy, the calculation gives -8.89 eV. For the energy above the lowest of the compared OMol25 structures with the same formula, charge and spin, the calculation gives 1.224 eV.

```
! RIJCOSX wB97M-V def2-TZVPD def2/J DEFGRID3
* xyz 0 1
N -1.932 -0.534 -0.422
N -0.566 -0.218 -0.305
C 0.634 -1.030 0.085
C 1.213 0.314 0.528
Cl 2.637 0.886 -0.434
C -0.067 0.971 0.066
S -0.620 2.492 -0.065
H -2.415 0.123 0.161
H -2.068 -0.030 -1.372
H 1.239 -1.472 -0.711
H 0.517 -1.835 0.840
H 1.428 0.333 1.628
*
```

What are the Mulliken partial charges on each atom? They are as follows, in elementary charge units:
1 N -0.75
2 N 0.37
3 C -0.60
4 C 0.20
5 Cl -0.19
6 C -0.09
7 S -0.32
8 H 0.29
9 H 0.30
10 H 0.24
11 H 0.26
12 H 0.29